Record 1
A cluster of 8 separate species, C40H45ClN4O8 in total in a non-equilibrium geometry. Source: the Open Molecules 2025 dataset; level of theory: ωB97M-V/def2-TZVPD.

Each line ends with the Mulliken charge.
Atoms and positions in Å:
C (-0.342, -0.737, 2.323)  -0.279
C (0.646, 0.014, 1.446)  -1.517
N (0.392, 0.194, -0.057)  0.559
C (1.325, 0.068, -1.036)  -0.636
C (0.667, 0.234, -2.292)  -1.204
N (-0.699, 0.362, -2.010)  0.667
C (-0.807, 0.473, -0.644)  -1.110
C (-1.697, 0.582, -2.981)  -0.219
H (-1.169, -0.097, 2.346)  0.363
H (0.023, -0.978, 3.358)  -0.211
H (-0.776, -1.746, 1.862)  0.176
H (1.538, -0.403, 1.763)  0.879
H (0.837, 0.860, 1.895)  0.494
H (2.326, -0.075, -0.955)  0.705
H (1.140, 0.389, -3.153)  1.073
H (-1.694, 0.513, -0.112)  0.761
H (-2.746, 0.562, -2.577)  -0.312
H (-1.426, -0.225, -3.692)  0.475
H (-1.565, 1.619, -3.427)  0.110
Cl (5.160, -0.575, -0.342)  -0.815
N (2.097, 0.009, 7.208)  -0.532
C (2.891, 0.641, 6.459)  -0.241
C (3.207, 0.216, 5.098)  -0.457
C (2.568, -0.818, 4.587)  -0.253
C (1.575, -1.467, 5.262)  -0.310
C (1.476, -1.112, 6.715)  -0.412
H (3.436, 1.352, 7.033)  0.442
H (4.051, 0.660, 4.564)  0.396
H (2.739, -1.173, 3.550)  0.596
H (1.015, -2.354, 4.867)  0.599
H (0.570, -1.469, 7.373)  0.261
N (-3.670, -4.711, 7.012)  -0.559
C (-3.341, -3.568, 7.707)  -0.321
C (-2.625, -2.526, 7.247)  -0.646
C (-2.229, -2.607, 5.930)  -0.095
C (-2.568, -3.751, 5.118)  -0.463
C (-3.196, -4.763, 5.741)  -0.239
H (-3.775, -3.567, 8.635)  0.452
H (-2.271, -1.661, 7.726)  0.442
H (-1.725, -1.815, 5.587)  0.719
H (-2.216, -3.730, 4.096)  0.390
H (-3.478, -5.594, 5.067)  0.308
C (5.288, -1.979, -5.338)  -0.282
C (6.098, -2.969, -6.009)  -0.768
C (7.010, -3.544, -5.202)  1.008
C (7.166, -3.236, -3.907)  -0.474
C (6.484, -2.310, -3.236)  -0.433
C (5.475, -1.560, -3.986)  0.214
O (4.722, -0.540, -3.361)  0.026
O (7.900, -4.429, -5.791)  -0.564
H (4.431, -1.603, -5.871)  0.393
H (5.895, -3.333, -7.030)  0.369
H (7.907, -3.847, -3.520)  0.271
H (6.295, -2.167, -2.067)  0.001
H (4.800, -0.514, -2.426)  -0.130
H (8.594, -4.809, -5.216)  0.288
C (3.011, 3.713, -2.174)  -0.589
C (3.678, 2.983, -3.199)  -0.490
C (3.015, 2.572, -4.349)  0.538
C (1.698, 3.091, -4.630)  -0.690
C (1.024, 3.649, -3.545)  -0.294
C (1.595, 3.926, -2.263)  0.605
O (0.873, 4.538, -1.311)  -0.478
O (3.547, 1.758, -5.253)  -0.375
H (3.587, 3.965, -1.224)  0.222
H (4.612, 2.693, -2.957)  0.502
H (1.053, 2.859, -5.529)  0.299
H (-0.041, 3.912, -3.717)  0.336
H (1.163, 4.871, -0.515)  0.282
H (4.289, 1.540, -5.243)  0.140
C (-4.204, 3.356, -1.062)  -0.543
C (-5.289, 3.335, -0.016)  -0.799
C (-4.962, 3.787, 1.310)  0.857
C (-3.651, 4.108, 1.573)  -0.600
C (-2.668, 4.132, 0.576)  -0.011
C (-2.917, 3.804, -0.790)  0.410
O (-2.074, 3.998, -1.657)  -0.346
O (-5.887, 3.841, 2.356)  -0.566
H (-4.322, 2.989, -2.016)  0.561
H (-6.463, 3.069, -0.148)  0.082
H (-3.319, 4.172, 2.679)  0.278
H (-1.646, 4.577, 0.946)  0.139
H (-1.490, 4.591, -1.556)  0.201
H (-6.792, 3.474, 2.125)  0.320
C (-4.680, -0.622, -0.323)  -0.372
C (-5.113, -0.380, -1.790)  -0.517
C (-4.531, -1.229, -2.733)  0.707
C (-3.720, -2.233, -2.373)  -0.327
C (-3.523, -2.643, -0.999)  -0.897
C (-3.915, -1.714, 0.000)  0.622
O (-3.517, -2.005, 1.220)  -0.398
O (-4.927, -1.028, -4.064)  -0.624
H (-5.082, 0.312, 0.275)  0.146
H (-6.099, 0.378, -2.120)  0.132
H (-3.462, -2.873, -3.345)  0.241
H (-2.961, -3.383, -0.836)  0.709
H (-4.222, -1.981, 1.902)  0.290
H (-5.357, -0.309, -4.551)  0.343

Output
**Electronic energy**: -2831.8714 Eh
**Net charge**: 0
**HOMO energy**: -7.1 eV
**ΔE to the lowest compared entry with this formula, charge and spin**: 1.151 eV

=====

Record 2
A structure of composition C20H22N4O4Ru. Source: the Open Molecules 2025 dataset; level of theory: ωB97M-V/def2-TZVPD.

Each line ends with the Mulliken spin population.
Atoms and positions in Å:
Ru (-0.501, 0.885, -0.193)  3.630
C (-4.507, 2.039, 1.325)  -0.006
O (-5.236, 0.823, 1.160)  0.071
C (-4.716, -0.335, 0.735)  0.197
C (-5.599, -1.375, 0.632)  -0.112
C (-5.185, -2.632, 0.177)  0.190
C (-3.878, -2.865, -0.206)  -0.056
C (-2.924, -1.857, -0.126)  0.099
C (-1.616, -2.153, -0.638)  -0.043
N (-0.621, -1.328, -0.676)  0.146
N (0.506, -1.835, -1.250)  0.043
C (1.273, -0.841, -1.669)  0.031
O (0.958, 0.409, -1.633)  0.134
C (2.595, -1.186, -2.236)  0.000
C (2.821, -2.411, -2.856)  0.008
C (4.080, -2.706, -3.356)  -0.003
C (5.116, -1.791, -3.226)  0.008
C (4.893, -0.568, -2.606)  -0.004
C (3.631, -0.263, -2.121)  0.011
C (-3.310, -0.547, 0.401)  0.189
O (-2.463, 0.369, 0.609)  0.307
H (-5.250, 2.756, 1.658)  -0.001
H (-4.074, 2.365, 0.381)  0.007
H (-3.729, 1.932, 2.074)  0.002
H (-6.628, -1.194, 0.911)  0.000
H (-5.914, -3.429, 0.111)  0.007
H (-3.583, -3.836, -0.583)  0.002
H (-1.454, -3.139, -1.064)  0.012
H (2.011, -3.121, -2.943)  0.000
H (4.254, -3.652, -3.851)  0.000
H (6.099, -2.029, -3.612)  0.000
H (5.701, 0.146, -2.511)  0.000
H (3.435, 0.695, -1.658)  -0.001
C (2.414, 2.729, 0.342)  0.035
C (2.288, 1.483, 1.143)  0.010
N (1.243, 0.679, 1.251)  0.045
C (1.619, -0.350, 2.100)  0.013
C (2.890, -0.154, 2.514)  0.002
N (3.298, 1.009, 1.897)  0.006
H (1.604, 2.821, -0.378)  -0.021
H (3.347, 2.728, -0.222)  0.000
H (2.395, 3.613, 0.982)  0.002
H (0.948, -1.157, 2.340)  -0.001
H (3.531, -0.723, 3.163)  0.000
H (4.206, 1.435, 1.985)  -0.001
C (-0.869, 3.002, 2.303)  0.005
O (-0.985, 2.944, 0.864)  0.030
H (-1.848, 2.933, 2.773)  -0.001
H (-0.380, 3.927, 2.602)  0.002
H (-0.262, 2.157, 2.609)  0.001
H (-1.628, 3.599, 0.574)  0.003

Output
**Electronic energy**: -1389.8927 Eh
**Net charge**: +1
**HOMO energy (spin up / spin down)**: -10.7 / -10.6 eV
**Multiplicity**: 6
**<S²>**: 8.80

=====

Record 3
A structure of composition C34H79N7O11Pt in a non-equilibrium geometry. Source: the Open Molecules 2025 dataset; level of theory: ωB97M-V/def2-TZVPD.

Each line ends with the Mulliken spin population.
Atoms and positions in Å:
Pt (0.390, -0.242, -0.653)  1.123
C (2.691, -3.206, 1.295)  0.015
C (3.052, -3.360, 2.775)  0.002
C (2.668, -2.251, 3.731)  0.004
O (2.833, -2.333, 4.954)  -0.003
C (1.929, -1.092, 3.230)  0.008
C (1.545, -1.059, 1.938)  -0.039
C (1.864, -2.208, 0.952)  0.010
O (1.404, -2.179, -0.247)  0.145
O (1.036, -0.009, 1.434)  0.130
O (3.674, -4.295, 3.211)  0.003
H (3.012, -3.943, 0.603)  0.002
H (1.656, -0.283, 3.823)  -0.001
C (-0.271, 6.164, -1.431)  0.000
C (-0.808, 4.761, -1.680)  0.001
C (-1.936, 4.707, -2.651)  0.000
O (-2.731, 3.542, -2.473)  0.000
C (-3.619, 3.315, -3.495)  0.000
N (0.247, 3.777, -2.007)  0.000
H (0.505, 6.018, -0.631)  0.000
H (-1.078, 6.853, -1.208)  0.000
H (0.327, 6.551, -2.305)  0.000
H (-1.262, 4.423, -0.787)  0.001
H (-1.629, 4.708, -3.743)  0.000
H (-2.597, 5.545, -2.472)  0.000
H (-4.560, 4.007, -3.446)  0.000
H (-4.008, 2.334, -3.357)  0.000
H (-3.155, 3.516, -4.458)  0.000
H (0.987, 3.893, -1.328)  -0.001
H (0.610, 3.796, -2.964)  0.000
C (-2.844, 1.972, 1.526)  0.020
C (-1.892, 0.935, 0.975)  -0.009
C (-2.653, -0.170, 0.305)  0.014
O (-1.732, -1.188, -0.024)  0.098
C (-1.533, -2.192, 1.014)  0.016
N (-0.953, 1.418, 0.077)  0.180
H (-3.437, 2.525, 0.745)  -0.001
H (-2.330, 2.725, 2.083)  -0.003
H (-3.539, 1.520, 2.192)  0.000
H (-1.313, 0.567, 1.834)  -0.001
H (-3.087, 0.071, -0.663)  0.005
H (-3.570, -0.540, 0.847)  0.001
H (-2.579, -2.377, 1.421)  0.000
H (-0.839, -1.806, 1.748)  0.001
H (-1.084, -3.013, 0.522)  -0.007
H (-1.246, 1.983, -0.660)  -0.003
H (-0.165, 1.901, 0.518)  -0.030
C (3.871, -0.308, -1.335)  0.000
C (3.294, 0.979, -1.789)  0.012
C (3.107, 0.815, -3.259)  -0.006
O (2.408, 1.981, -3.778)  -0.001
C (2.315, 1.810, -5.238)  0.000
N (1.998, 1.276, -1.152)  0.202
H (3.219, -1.096, -1.605)  0.003
H (4.019, -0.319, -0.294)  -0.001
H (4.810, -0.395, -1.912)  -0.003
H (3.872, 1.915, -1.634)  -0.003
H (2.554, -0.137, -3.649)  0.001
H (4.111, 0.787, -3.657)  -0.002
H (1.744, 0.929, -5.562)  0.000
H (3.299, 1.716, -5.713)  0.000
H (1.815, 2.681, -5.634)  0.000
H (2.260, 1.747, -0.254)  -0.026
H (1.449, 1.994, -1.681)  -0.011
C (1.308, -4.522, -3.253)  0.001
C (0.096, -4.948, -2.380)  0.000
C (0.457, -5.706, -1.133)  0.000
O (-0.804, -5.897, -0.445)  0.000
C (-0.792, -6.489, 0.861)  0.000
N (-0.620, -3.710, -1.971)  -0.002
H (1.930, -3.840, -2.635)  0.000
H (0.977, -4.065, -4.160)  0.000
H (1.822, -5.435, -3.622)  0.000
H (-0.623, -5.589, -3.002)  0.000
H (1.033, -4.999, -0.566)  0.000
H (1.035, -6.609, -1.240)  0.000
H (-1.735, -6.200, 1.218)  0.000
H (0.055, -6.064, 1.461)  0.000
H (-0.658, -7.568, 0.807)  0.000
H (0.052, -3.364, -1.276)  0.006
H (-1.471, -3.882, -1.488)  0.001
C (1.131, 2.841, 3.370)  -0.003
C (2.435, 3.199, 2.665)  0.001
C (3.413, 2.137, 2.700)  0.001
O (4.552, 2.491, 1.979)  0.000
C (5.544, 1.458, 2.069)  0.000
N (2.036, 3.495, 1.234)  -0.001
H (1.247, 2.654, 4.418)  0.000
H (0.696, 2.003, 2.809)  -0.001
H (0.348, 3.608, 3.261)  0.000
H (2.791, 4.100, 3.238)  0.001
H (2.969, 1.250, 2.232)  -0.004
H (3.660, 1.936, 3.745)  0.000
H (5.141, 0.560, 1.638)  0.000
H (5.817, 1.296, 3.086)  0.000
H (6.338, 1.888, 1.520)  0.000
H (2.779, 4.008, 0.702)  0.000
H (1.351, 4.249, 1.332)  0.000
C (-1.110, 0.801, -4.670)  0.009
C (-1.529, 0.118, -3.384)  0.005
C (-2.721, -0.820, -3.617)  0.007
O (-3.840, 0.001, -3.869)  0.001
C (-4.922, -0.601, -4.536)  0.000
N (-0.404, -0.694, -2.898)  0.153
H (-0.883, 0.005, -5.368)  -0.002
H (-0.323, 1.517, -4.431)  0.000
H (-1.930, 1.307, -5.018)  0.001
H (-1.857, 0.908, -2.708)  -0.014
H (-2.940, -1.469, -2.686)  0.000
H (-2.469, -1.504, -4.452)  0.002
H (-5.657, -1.012, -3.801)  0.000
H (-4.472, -1.415, -5.126)  0.000
H (-5.403, 0.074, -5.212)  0.000
H (-0.511, -1.708, -2.811)  -0.010
H (0.399, -0.444, -3.500)  0.003
C (-2.622, 0.389, 5.131)  0.000
C (-1.759, -0.579, 5.925)  0.000
C (-1.291, -1.727, 4.998)  -0.001
O (-2.362, -2.625, 4.739)  0.000
C (-2.666, -3.483, 5.806)  0.000
N (-0.525, 0.175, 6.373)  0.000
H (-1.854, 0.979, 4.614)  0.000
H (-3.119, 1.034, 5.803)  0.000
H (-3.240, 0.090, 4.323)  0.000
H (-2.311, -1.055, 6.746)  0.000
H (-0.474, -2.209, 5.445)  0.000
H (-0.860, -1.364, 4.028)  0.001
H (-2.818, -2.899, 6.730)  0.000
H (-1.929, -4.364, 6.030)  0.000
H (-3.628, -3.930, 5.653)  0.000
H (-0.654, 0.568, 7.280)  0.000
H (0.248, -0.506, 6.370)  0.000

Output
**Electronic energy**: -2672.8596 Eh
**Net charge**: 0
**HOMO energy (spin up / spin down)**: -6.9 / -6.9 eV
**Multiplicity**: 3
**<S²>**: 2.00

=====

Record 4
A cluster of 7 separate species, H12NO9 in total in a non-equilibrium geometry. Source: the Open Molecules 2025 dataset; level of theory: ωB97M-V/def2-TZVPD.

Each line ends with the natural charge from an NBO analysis.
Atoms and positions in Å:
N (-0.288, -0.244, -0.295)  0.727
O (0.364, 0.678, 0.103)  -0.569
O (0.222, -1.345, -0.321)  -0.578
O (-1.415, -0.095, -0.711)  -0.579
O (4.624, -0.545, 2.390)  -0.945
H (3.743, -0.578, 2.015)  0.484
H (4.492, -0.242, 3.288)  0.461
O (-2.732, 4.424, -2.328)  -0.945
H (-2.697, 5.045, -1.601)  0.463
H (-2.730, 3.563, -1.908)  0.482
O (1.415, -6.978, -0.480)  -0.943
H (1.055, -7.209, -1.337)  0.464
H (1.208, -6.049, -0.376)  0.479
O (-3.910, -3.595, -3.947)  -0.944
H (-3.478, -3.483, -4.794)  0.463
H (-3.608, -2.853, -3.423)  0.481
O (-2.743, 1.627, 3.671)  -0.949
H (-1.951, 1.701, 4.202)  0.464
H (-2.423, 1.457, 2.785)  0.484
O (3.638, 4.988, 1.404)  -0.941
H (4.031, 5.474, 0.679)  0.463
H (3.183, 4.257, 0.985)  0.479

Output
**Electronic energy**: -739.0440 Eh
**Net charge**: -1
**HOMO energy**: -4.4 eV
**ΔE to the lowest compared entry with this formula, charge and spin**: 1.921 eV